{
  "formula": "C20H59BN25O18S2",
  "method": "ωB97M-V/def2-TZVPD",
  "max_force_ev_per_a": 14.73,
  "homo_ev": -4.23,
  "spin_multiplicity": 1,
  "e_lumo_ha": 0.0775,
  "gap_ha": 0.233,
  "charge": -1,
  "e_tot_ev": -118164.84090,
  "species": ["O", "S", "O", "C", "C", "C", "C", "C", "C", "C", "C", "N", "S", "O", "O", "B", "O", "O", "H", "H", "H", "H", "H", "H", "H", "H", "H", "H", "H", "C", "O", "N", "N", "H", "H", "H", "H", "C", "O", "N", "N", "H", "H", "H", "H", "C", "O", "N", "N", "H", "H", "H", "H", "C", "O", "N", "N", "H", "H", "H", "H", "C", "O", "N", "N", "H", "H", "H", "H", "C", "O", "N", "N", "H", "H", "H", "H", "C", "O", "N", "N", "H", "H", "H", "H", "C", "O", "N", "N", "H", "H", "H", "H", "C", "O", "N", "N", "H", "H", "H", "H", "C", "O", "N", "N", "H", "H", "H", "H", "C", "O", "N", "N", "H", "H", "H", "H", "C", "O", "N", "N", "H", "H", "H", "H"],
  "positions_angstrom": [[3.11856, -3.46692, 3.22430], [2.61913, -2.11806, 2.98697], [2.97851, -1.11564, 4.00605], [0.84394, -2.29645, 3.00601], [0.05016, -1.13879, 3.58382], [-1.17936, -0.67636, 2.84259], [-1.75591, -1.30442, 1.72315], [-2.90355, -0.77961, 1.10704], [-3.49559, 0.39445, 1.60246], [-2.94045, 1.01648, 2.72721], [-1.79738, 0.48109, 3.32678], [3.09045, -1.67834, 1.54071], [2.64436, -0.23797, 1.02533], [1.20201, -0.01256, 1.07624], [3.26798, -0.05366, -0.28620], [3.41496, 0.96023, 2.26857], [2.60724, 1.49355, 3.25688], [4.73552, 1.21844, 2.17900], [0.56770, -2.53960, 1.98784], [0.70945, -3.18411, 3.60865], [0.70460, -0.28580, 3.70093], [-0.28925, -1.42970, 4.57441], [-1.33247, -2.21172, 1.31723], [-3.29968, -1.28138, 0.23823], [-4.36659, 0.80471, 1.11504], [-3.40349, 1.90261, 3.10547], [-1.39057, 0.98446, 4.19483], [2.68123, 0.94796, 4.04823], [4.96354, 1.94306, 2.77441], [-6.41765, -2.45254, 0.11981], [-5.66701, -1.50565, 0.19823], [-6.27560, -3.42773, -0.83378], [-7.46986, -2.62431, 0.98740], [-6.88616, -4.21687, -0.91136], [-5.51436, -3.33193, -1.47154], [-7.58624, -1.92941, 1.69987], [-8.10186, -3.39971, 0.94614], [-1.62671, -1.17136, -2.35793], [-2.18908, -2.11995, -1.81788], [-0.58431, -0.51617, -1.77120], [-1.97574, -0.68471, -3.58645], [-0.11149, 0.26008, -2.19839], [-0.28924, -0.81416, -0.85789], [-2.73205, -1.10266, -4.09033], [-1.47691, 0.10486, -3.96341], [6.75494, 0.56064, 5.05972], [6.42712, 1.46493, 4.31337], [7.92243, 0.58954, 5.78485], [5.98193, -0.55182, 5.21589], [8.20968, -0.14927, 6.39604], [8.50698, 1.39525, 5.67781], [5.13044, -0.60887, 4.67612], [6.22755, -1.31641, 5.81352], [-1.03274, 2.36781, -5.95492], [-0.68585, 2.04698, -4.82914], [-0.13680, 2.72176, -6.91573], [-2.35512, 2.38786, -6.32921], [-0.38919, 2.98515, -7.84799], [0.83834, 2.69945, -6.66792], [-3.03195, 2.13646, -5.63488], [-2.66300, 2.63806, -7.24838], [-4.30445, 4.83730, 2.43548], [-4.98466, 3.84982, 2.65949], [-3.24931, 5.18779, 3.21852], [-4.54764, 5.65165, 1.35391], [-2.65619, 5.97231, 3.03664], [-3.02683, 4.60470, 4.00396], [-5.30669, 5.39764, 0.75243], [-3.99566, 6.45747, 1.13553], [1.28456, -4.73875, -2.18089], [1.97376, -5.69550, -2.51963], [0.26990, -4.25815, -2.95938], [1.48588, -4.05456, -1.01950], [-0.31622, -3.48980, -2.68007], [0.12156, -4.69176, -3.84919], [2.23628, -4.36500, -0.43158], [0.94616, -3.26120, -0.72173], [2.32019, -0.62751, -4.16377], [1.80553, 0.20603, -4.91526], [2.39489, -1.93944, -4.53402], [2.80635, -0.34199, -2.94261], [2.77558, -2.65398, -3.94203], [2.02368, -2.19482, -5.42870], [2.70881, 0.57915, -2.55610], [3.20606, -1.03973, -2.33972], [4.01131, 3.24714, -6.07575], [3.26747, 3.60098, -6.98600], [5.28329, 3.74859, -5.95609], [3.63723, 2.33593, -5.14682], [5.91142, 3.47873, -5.22381], [5.57854, 4.42271, -6.63486], [2.70649, 1.94295, -5.21167], [4.23558, 2.01981, -4.40600], [-0.69650, -4.08860, 1.90212], [0.09798, -3.27344, 1.47680], [-0.75648, -5.36587, 1.41136], [-1.58712, -3.78316, 2.89670], [-1.40223, -6.05646, 1.73931], [-0.11832, -5.59678, 0.67070], [-1.56115, -2.84646, 3.26006], [-2.25171, -4.43534, 3.26271], [0.02384, 5.16110, 5.27994], [-1.01684, 4.68959, 4.85695], [0.91312, 5.80856, 4.46777], [0.38738, 5.06607, 6.59543], [1.78152, 6.18832, 4.79023], [0.68747, 5.86319, 3.49291], [-0.24040, 4.58220, 7.20822], [1.24392, 5.43369, 6.96072], [1.94591, 0.20159, -8.99772], [0.93041, -0.38045, -9.35296], [2.80967, 0.75547, -9.91471], [2.30505, 0.35889, -7.69834], [3.63898, 1.25256, -9.65250], [2.57461, 0.66117, -10.88297], [1.70306, -0.01941, -6.98242], [3.13753, 0.83978, -7.41256], [-4.34275, -1.92437, 4.90893], [-3.37832, -2.32902, 4.29287], [-4.80449, -2.53798, 6.05575], [-5.04008, -0.82023, 4.50727], [-5.59445, -2.21257, 6.57711], [-4.30410, -3.34592, 6.37158], [-4.70115, -0.35251, 3.67878], [-5.83271, -0.45333, 4.99659]],
  "forces_ev_per_angstrom": [[0.307, 0.486, -0.189], [-1.575, -1.088, 1.328], [0.958, 0.366, 0.125], [4.577, 4.650, 6.893], [0.248, -0.303, 0.033], [-0.554, 0.505, -0.622], [-0.586, 1.060, -0.177], [0.479, 0.521, 0.723], [0.589, -0.623, 0.105], [0.394, -0.816, -0.497], [-0.533, 0.004, -0.342], [0.012, 0.222, -0.464], [0.192, 0.140, -0.312], [0.204, -0.271, -0.315], [-0.139, -0.012, 0.174], [-0.013, 0.008, 0.757], [0.239, 0.427, -0.401], [-0.564, 0.305, -0.773], [2.705, 4.600, 2.450], [0.161, -0.207, 0.066], [0.019, 0.319, 0.106], [-0.019, 0.127, 0.501], [-0.503, 1.244, -0.233], [-0.067, 0.047, 0.008], [-0.121, 0.058, -0.019], [-0.142, 0.492, 0.224], [0.158, 0.010, 0.049], [-0.126, -0.227, 0.038], [0.402, -0.370, 0.389], [0.060, -0.082, -0.005], [-0.194, 0.124, -0.061], [-0.291, 0.008, 0.168], [-0.074, -0.051, -0.054], [-0.004, -0.022, 0.024], [0.314, 0.051, -0.138], [0.044, 0.008, 0.019], [0.018, -0.019, 0.003], [0.283, 0.457, 0.154], [0.002, -0.362, -0.262], [-0.126, -0.373, -0.162], [0.222, 0.067, 0.157], [-0.048, 0.005, -0.023], [0.021, 0.202, 0.275], [-0.016, -0.063, 0.074], [-0.075, 0.147, -0.272], [-0.455, -0.717, -0.040], [0.318, 0.614, 0.168], [0.001, 0.097, 0.016], [0.183, 0.368, 0.044], [-0.024, -0.041, -0.023], [0.009, 0.015, -0.020], [-0.182, -0.175, -0.070], [0.013, -0.042, -0.020], [0.121, -0.044, -0.152], [-0.215, -0.060, 0.140], [-0.036, 0.070, 0.215], [0.075, 0.020, 0.012], [-0.029, -0.063, -0.030], [0.058, 0.049, -0.138], [-0.004, 0.007, 0.043], [0.025, -0.028, -0.032], [0.236, -0.133, -0.051], [-0.222, 0.054, 0.024], [-0.442, 0.105, -0.042], [-0.053, 0.071, 0.132], [0.083, -0.035, -0.043], [0.216, -0.045, -0.053], [0.011, -0.056, -0.024], [0.051, -0.017, -0.009], [0.031, 0.320, -0.012], [-0.032, -0.004, -0.005], [-0.053, 0.014, 0.002], [0.068, -0.328, -0.188], [-0.124, 0.021, 0.073], [-0.013, -0.070, 0.012], [0.102, 0.108, 0.145], [-0.045, -0.023, 0.022], [-0.306, -0.465, 0.027], [-0.010, 0.104, 0.023], [0.212, 0.072, -0.066], [0.285, 0.096, -0.348], [-0.091, -0.049, 0.077], [-0.030, -0.001, 0.001], [-0.096, -0.069, 0.122], [-0.125, 0.110, 0.270], [-0.022, -0.002, 0.078], [0.025, -0.043, -0.047], [-0.007, -0.049, -0.013], [0.005, 0.242, -0.207], [-0.022, 0.001, 0.030], [-0.020, 0.027, -0.014], [0.068, -0.267, 0.240], [0.001, -0.006, 0.000], [-2.330, -1.992, 0.992], [-5.118, -9.076, -10.412], [0.482, 0.194, -0.025], [1.344, -0.565, -0.846], [-0.009, 0.028, 0.123], [-0.021, -0.002, -0.070], [-0.556, -0.146, 0.197], [-0.053, 0.061, -0.016], [0.194, -0.176, -0.076], [-0.029, 0.148, 0.136], [-0.163, 0.172, 0.110], [-0.076, 0.127, -0.007], [0.051, -0.078, 0.003], [0.043, -0.120, -0.039], [-0.001, -0.052, -0.011], [0.048, -0.042, -0.028], [0.073, 0.132, 0.006], [0.015, 0.005, 0.004], [0.043, -0.045, 0.013], [-0.183, -0.301, -0.250], [-0.035, 0.065, 0.039], [-0.029, -0.010, -0.013], [0.120, 0.192, 0.143], [-0.047, 0.085, 0.024], [-0.458, 0.621, 0.017], [0.049, -0.475, 0.293], [0.085, -0.031, -0.181], [0.048, -0.374, 0.037], [-0.001, 0.045, -0.006], [0.026, 0.005, 0.030], [0.086, 0.068, -0.038], [0.026, 0.010, 0.059]],
  "mulliken_charge": [-0.90, 1.35, -0.80, 0.02, -2.10, 1.85, 1.03, -1.51, -0.93, -1.44, -0.72, -0.54, 0.85, -0.52, -0.90, 0.69, -0.50, -0.48, -1.13, 0.92, 0.51, 0.48, 0.83, 0.83, 0.43, 0.57, 0.54, 0.27, 0.35, 0.64, -0.59, -0.39, -0.43, 0.14, 0.23, 0.22, 0.14, 0.45, -0.66, 0.13, -0.19, 0.06, -0.04, 0.20, 0.06, 0.57, -0.63, -0.43, -0.30, 0.14, 0.24, 0.26, 0.17, 0.66, -0.63, -0.24, -0.42, 0.15, 0.11, 0.24, 0.14, 0.65, -0.63, -0.25, -0.39, 0.11, 0.23, 0.22, 0.15, 0.48, -0.76, -0.25, 0.03, 0.19, 0.18, 0.17, -0.14, 0.46, -0.49, -0.37, -0.08, 0.12, 0.21, 0.18, 0.10, 0.60, -0.64, -0.43, -0.10, 0.15, 0.23, -0.05, 0.20, 0.36, -0.27, -0.48, 0.07, 0.17, 0.20, -0.16, 0.18, 0.66, -0.63, -0.39, -0.42, 0.16, 0.21, 0.21, 0.16, 0.65, -0.68, -0.36, -0.14, 0.17, 0.22, -0.01, 0.11, 0.52, -0.56, -0.45, -0.31, 0.14, 0.22, 0.14, 0.17]
}